# 1
The following is a quantum chemistry calculation of a 2-piece molecular cluster, C4H4FN3 overall, from OMol25.

```
12
Properties=species:S:1:pos:R:3:lowdin_charge:R:1
C 0.139 -0.143 -1.027 -0.232
C 1.282 1.354 1.524 -0.093
C -2.269 -0.347 -0.874 0.033
C -1.092 -0.371 -0.351 -0.191
N 1.049 -0.186 -1.746 0.163
N 1.887 0.350 1.167 -0.090
N 2.822 -0.279 0.646 0.094
F 0.340 1.573 2.484 0.018
H -3.234 -0.407 -0.358 0.080
H -2.448 -0.114 -1.951 0.092
H -1.090 -0.567 0.663 0.076
H 2.615 -0.864 -0.176 0.051
```

Its max |F| is 5.50 eV/A. The calculation puts the HOMO energy (spin up / spin down) at -7.57 / -9.87 eV. Its spin multiplicity is 3. As for the expectation value of S²: 2.009.

# 2
The following is a quantum chemistry calculation of one molecule with the formula C4H4FNS, from OMol25.

```
11
Properties=species:S:1:pos:R:3:lowdin_charge:R:1
F 2.826 -0.625 -0.060 0.076
C 1.548 -0.215 0.011 -0.340
C 0.413 -0.986 0.050 -0.047
C -0.672 -0.060 0.050 -0.622
S -2.486 -0.315 -0.051 0.674
C -0.134 1.211 -0.056 -0.203
N 1.225 1.142 0.097 0.058
H 0.265 -2.087 0.266 0.134
H -2.845 1.058 0.323 -0.071
H -0.644 2.180 0.025 0.111
H 2.048 1.822 -0.261 0.230
```

Its max |F| is 4.81 eV/A. The calculation puts the HOMO energy at -8.04 eV.

# 3
The following is a quantum chemistry calculation of a 2-piece molecular cluster, C4H4I2 overall, from OMol25.

```
10
Properties=species:S:1:pos:R:3:lowdin_charge:R:1
I -1.080 2.262 0.238 0.668
C 0.553 0.832 -0.202 -0.640
C 0.496 -0.214 -1.188 -0.149
C 0.618 -0.999 -0.108 0.033
C 1.261 0.084 0.852 -0.182
H 0.667 -0.206 -2.236 0.100
H 2.325 0.136 0.787 0.098
H 0.831 0.208 1.855 0.094
I -3.578 -1.059 -0.025 0.493
H -2.094 -1.044 0.028 -0.514
```

Its max |F| is 3.33 eV/A. The calculation puts the HOMO energy at -8.91 eV.

# 4
The following is a quantum chemistry calculation of C4H4I2O as an isolated structure, from OMol25.

```
11
Properties=species:S:1:pos:R:3:lowdin_charge:R:1
C 0.885 0.468 1.621 -0.867
C 0.094 0.016 -1.243 -0.194
C -1.194 -0.203 -0.452 -0.194
C 0.104 -0.535 0.148 -0.790
O 1.619 -0.085 2.324 -0.041
I 0.509 2.488 1.552 0.916
I 0.650 -2.568 0.485 0.851
H 0.216 -0.601 -2.044 0.055
H 0.602 1.000 -1.363 0.101
H -1.566 0.849 -0.248 0.101
H -1.921 -0.829 -0.780 0.063
```

Its max |F| is 5.60 eV/A. The calculation puts the HOMO energy at -9.26 eV.

# 5
The following is a quantum chemistry calculation of C4H4IN as an isolated structure, from OMol25.

```
10
Properties=species:S:1:pos:R:3:lowdin_charge:R:1
C 0.735 1.452 -0.160 0.098
C -0.305 0.626 -0.021 -0.253
C 1.164 -1.040 -0.036 -0.336
C 2.048 -0.120 -0.220 -0.733
N -0.119 -0.689 0.115 -0.011
I 4.019 0.164 0.020 0.831
H 0.936 2.459 -0.185 0.026
H -1.230 1.052 0.149 0.088
H 1.410 -2.121 -0.025 0.132
H -0.728 -1.490 -0.038 0.159
```

Its max |F| is 7.40 eV/A. The calculation puts the HOMO energy at -8.17 eV.

# 6
The following is a quantum chemistry calculation of one molecule with the formula C4H4N2, from OMol25.

```
10
Properties=species:S:1:pos:R:3:lowdin_charge:R:1
N 0.064 2.205 -1.140 0.175
C -0.507 1.241 -1.498 -0.144
C 0.365 0.208 -0.649 -0.220
C -0.493 -0.220 0.533 -0.202
C 0.134 -1.338 1.238 -0.223
N 0.651 -2.228 1.764 0.149
H 1.324 0.609 -0.289 0.111
H 0.578 -0.574 -1.363 0.104
H -1.480 -0.517 0.173 0.122
H -0.636 0.614 1.231 0.129
```

Its max |F| is 2.06 eV/A. The calculation puts the HOMO energy at -11.84 eV.

# 7
The following is a quantum chemistry calculation of one molecule with the formula C4H4N2, from OMol25.

```
10
Properties=species:S:1:pos:R:3:lowdin_charge:R:1
C -1.516 1.498 0.731 0.116
C -0.423 1.115 0.997 -0.260
N 0.858 0.933 0.855 0.064
C 1.385 -0.101 0.379 -0.264
N 0.854 -1.160 -0.256 0.024
C -0.125 -1.226 -1.038 0.000
H -2.507 1.709 0.807 -0.009
H 2.524 -0.118 0.371 0.137
H -0.593 -2.233 -1.094 0.086
H -0.457 -0.417 -1.751 0.108
```

Its max |F| is 4.39 eV/A. The calculation puts the HOMO energy at -8.80 eV.

# 8
The following is a quantum chemistry calculation of a 2-piece molecular cluster, C4H4N2O overall, from OMol25.

```
11
Properties=species:S:1:pos:R:3:lowdin_charge:R:1
N -2.864 -0.648 -0.960 0.158
C -1.850 -0.087 -0.956 -0.169
C -0.598 0.683 -0.928 -0.330
O -0.264 1.241 0.160 -0.086
C 0.824 0.057 1.223 0.057
C 1.144 -0.853 0.134 -0.345
N 1.920 -1.607 0.664 0.235
H -0.319 1.157 -1.877 0.133
H 0.455 -0.548 -0.900 0.128
H 1.516 0.834 1.527 0.108
H 0.037 -0.230 1.914 0.111
```

Its max |F| is 1.21 eV/A. The calculation puts the HOMO energy (spin up / spin down) at -9.79 / -9.80 eV.

# 9
The following is a quantum chemistry calculation of a 2-piece molecular cluster, C4H4N2O overall, from OMol25.

```
11
Properties=species:S:1:pos:R:3:lowdin_charge:R:1
O -2.559 -0.548 0.482 0.160
C -1.443 -0.348 0.208 -0.200
C -0.461 -0.147 -0.934 -0.199
C -0.020 1.216 -0.618 -0.144
N 0.945 1.224 0.259 0.076
C 1.098 -0.125 0.576 -0.239
N 0.663 -0.880 -0.515 -0.010
H -0.241 -0.280 1.185 0.179
H -0.509 2.128 -0.944 0.117
H 1.955 -0.432 1.171 0.121
H 0.544 -1.876 -0.384 0.139
```

Its max |F| is 1.04 eV/A. The calculation puts the HOMO energy at -9.33 eV.

# 10
The following is a quantum chemistry calculation of one molecule with the formula C4H4N2O, from OMol25.

```
11
Properties=species:S:1:pos:R:3:lowdin_charge:R:1
N 1.324 -1.554 -1.562 0.171
C 1.322 -0.519 -1.042 -0.242
C 1.175 0.778 -0.457 -0.075
C 0.002 1.133 0.084 -0.110
N -1.040 0.224 0.278 0.044
C -0.865 -1.063 0.764 -0.335
O 0.159 -1.491 1.234 0.045
H 2.000 1.476 -0.535 0.106
H -0.185 2.160 0.391 0.122
H -1.985 0.519 0.087 0.137
H -1.786 -1.660 0.671 0.135
```

Its max |F| is 1.11 eV/A. The calculation puts the HOMO energy at -9.77 eV.

# 11
The following is a quantum chemistry calculation of one molecule with the formula C4H4N2O, from OMol25.

```
11
Properties=species:S:1:pos:R:3:lowdin_charge:R:1
C -1.552 -0.647 -0.858 -0.028
C -0.337 -0.046 -0.252 -0.404
N 0.110 1.141 -0.340 0.158
C 1.272 1.260 0.422 -0.422
O 2.090 2.130 0.429 0.145
C 1.316 -0.136 1.117 -0.034
N 0.449 -0.893 0.597 0.111
H -1.901 -0.042 -1.769 0.104
H -1.329 -1.738 -1.142 0.104
H -2.309 -0.551 0.033 0.127
H 2.190 -0.478 1.764 0.141
```

Its max |F| is 2.61 eV/A. The calculation puts the HOMO energy at -10.38 eV.

# 12
The following is a quantum chemistry calculation of one molecule with the formula C4H4N2O, from OMol25.

```
11
Properties=species:S:1:pos:R:3:lowdin_charge:R:1
O 2.360 -1.314 0.263 0.054
C 1.285 -0.802 0.024 -0.490
C 1.096 0.654 -0.077 0.008
C -0.140 1.168 0.039 -0.092
N -1.223 0.318 0.105 0.045
C -1.022 -1.021 -0.095 -0.177
N 0.124 -1.591 -0.170 0.146
H 1.967 1.291 -0.170 0.113
H -0.360 2.230 0.076 0.123
H -2.156 0.679 0.221 0.144
H -1.930 -1.612 -0.214 0.127
```

Its max |F| is 0.47 eV/A. The calculation puts the HOMO energy at -9.33 eV.

What did the seventh record say?
The following is a quantum chemistry calculation of one molecule with the formula C4H4N2, from OMol25.

```
10
Properties=species:S:1:pos:R:3:lowdin_charge:R:1
C -1.516 1.498 0.731 0.116
C -0.423 1.115 0.997 -0.260
N 0.858 0.933 0.855 0.064
C 1.385 -0.101 0.379 -0.264
N 0.854 -1.160 -0.256 0.024
C -0.125 -1.226 -1.038 0.000
H -2.507 1.709 0.807 -0.009
H 2.524 -0.118 0.371 0.137
H -0.593 -2.233 -1.094 0.086
H -0.457 -0.417 -1.751 0.108
```

Its max |F| is 4.39 eV/A. The calculation puts the HOMO energy at -8.80 eV.

- Look up the max |F| of the tenth one.
  1.11 eV/A